{
  "formula": "C17H29N3NaOTa",
  "method": "ωB97M-V/def2-TZVPD",
  "lumo_ev": [-9.90, -9.90],
  "spin_multiplicity": 1,
  "gap_ha": [0.18427, 0.18425],
  "charge": 2,
  "largest_force_ev_per_a": 10.350,
  "symbols": ["N", "C", "O", "Na", "Ta", "N", "N", "C", "C", "C", "C", "C", "C", "C", "C", "H", "H", "H", "H", "H", "H", "H", "H", "H", "H", "H", "H", "H", "H", "H", "H", "H", "H", "C", "H", "H", "H", "C", "H", "H", "H", "C", "C", "C", "C", "C", "C", "H", "H", "H", "H", "H"],
  "positions_angstrom": [[-1.976, -0.864, -0.409], [-2.349, -2.139, -0.111], [-3.421, -2.436, 0.481], [-3.145, -0.841, 1.974], [-0.313, 0.057, -0.203], [-0.009, 1.851, -0.977], [0.828, -1.206, -1.156], [-0.546, 2.368, -2.250], [0.565, -2.365, -1.973], [-0.617, 3.867, -2.275], [0.433, 1.923, -3.295], [-1.879, 1.725, -2.482], [0.234, -3.518, -1.075], [1.756, -2.697, -2.815], [-0.618, -2.033, -2.843], [-1.354, 4.282, -1.492], [-0.979, 4.151, -3.283], [0.365, 4.338, -2.118], [1.386, 2.483, -3.191], [0.027, 2.126, -4.308], [0.667, 0.833, -3.216], [-1.831, 0.618, -2.658], [-2.390, 2.176, -3.424], [-2.641, 1.880, -1.624], [1.031, -3.724, -0.351], [0.033, -4.471, -1.641], [-0.725, -3.310, -0.495], [2.632, -3.019, -2.213], [2.084, -1.838, -3.455], [1.509, -3.545, -3.483], [-0.878, -2.910, -3.536], [-0.419, -1.140, -3.538], [-1.553, -1.786, -2.284], [0.923, 2.650, -0.218], [1.049, 2.231, 0.776], [1.965, 2.562, -0.696], [0.615, 3.773, -0.123], [2.227, -0.921, -0.704], [2.223, -0.186, 0.119], [2.700, -1.821, -0.324], [2.812, -0.480, -1.520], [0.228, -0.749, 4.740], [0.201, -1.904, 3.798], [0.163, -1.612, 2.454], [-0.007, -0.292, 1.993], [0.093, 0.791, 2.932], [0.212, 0.536, 4.278], [0.254, -1.013, 5.821], [0.259, -2.893, 4.180], [0.266, -2.420, 1.735], [0.090, 1.837, 2.552], [0.257, 1.346, 4.969]],
  "forces_ev_per_angstrom": [[-1.202, -6.251, 0.391], [-6.366, 7.677, 2.768], [5.672, -2.128, -3.135], [-0.022, 0.379, 0.691], [2.989, 0.797, 0.303], [-1.373, -0.956, 1.409], [0.338, 1.781, 2.069], [0.714, -0.383, 0.259], [-0.579, -0.037, -0.292], [-1.304, 1.351, 0.707], [0.984, -0.424, -1.443], [-2.955, -0.001, -0.622], [-0.631, -1.674, 0.166], [1.418, -0.383, -1.212], [-1.507, 0.028, -2.612], [1.052, -0.572, -1.181], [0.156, 0.058, 0.598], [-0.396, -0.158, -0.162], [-0.491, -0.355, -0.136], [0.366, -0.139, 0.492], [-0.246, 0.776, -0.101], [0.174, 0.792, 0.029], [0.895, -0.864, 1.546], [1.280, -0.013, -1.173], [-0.227, 0.074, -0.012], [0.144, 0.958, 0.498], [0.495, -0.188, -0.215], [-0.521, 0.174, -0.314], [-0.394, -0.684, 0.519], [0.156, 0.493, 0.291], [0.434, 1.182, 0.990], [-0.105, -1.277, 0.996], [1.052, -0.418, -0.797], [1.705, 1.443, -0.762], [0.010, 0.056, 0.444], [-1.285, 0.603, 0.594], [0.523, -2.199, -0.013], [-0.554, 0.397, -0.671], [-0.010, -0.028, 0.071], [0.050, -0.039, 0.184], [-0.034, -0.205, 0.179], [-0.202, -3.685, -0.535], [0.228, 3.441, 1.652], [-0.446, -0.293, -0.051], [0.527, 1.698, -0.762], [-0.391, -0.336, -2.149], [-0.099, 0.063, 0.290], [0.073, 0.510, -0.940], [0.110, -0.637, 0.205], [-0.169, -0.069, 0.008], [-0.151, -0.828, 0.515], [0.116, 0.491, 0.426]],
  "lowdin_charge": [-0.1257, -0.1511, 0.0733, 0.7229, 1.7734, -0.2924, -0.2549, -0.7188, -0.7168, -0.0489, -0.0465, -0.0761, -0.0145, -0.0350, -0.0625, 0.1292, 0.1109, 0.0887, 0.1042, 0.1139, 0.0687, 0.0553, 0.1388, 0.1079, 0.1024, 0.1340, 0.0616, 0.1021, 0.1168, 0.1146, 0.1335, 0.1070, 0.0377, -0.1366, 0.0325, 0.1217, 0.1332, -0.0875, 0.0680, 0.0986, 0.1011, -0.0075, -0.0204, -0.1687, -0.3081, -0.1204, -0.0925, 0.1330, 0.1031, 0.0816, 0.0990, 0.1163]
}